Entry 1:
{
  "formula": "C38H34BrN6O4S2Ta",
  "method": "ωB97M-V/def2-TZVPD",
  "elements": ["Ta", "C", "C", "N", "C", "C", "S", "C", "C", "S", "C", "N", "C", "H", "H", "H", "H", "H", "H", "H", "H", "C", "N", "C", "C", "C", "C", "C", "C", "C", "C", "H", "H", "H", "H", "H", "H", "H", "H", "H", "H", "H", "H", "O", "C", "N", "C", "C", "O", "N", "C", "C", "C", "C", "C", "C", "C", "C", "C", "C", "C", "C", "H", "H", "H", "H", "H", "H", "H", "H", "H", "H", "H", "Br", "C", "C", "N", "C", "C", "C", "C", "O", "O", "H", "H", "H"],
  "xyz": [[0.0795, -0.8632, -0.5062], [-1.7190, -0.9355, 2.9914], [-0.2402, -1.0408, 2.9201], [0.5241, -1.0847, 1.8387], [1.8663, -1.0372, 2.1854], [2.1018, -1.0181, 3.5164], [0.6376, -1.0342, 4.3703], [2.8949, -0.9814, 1.1647], [4.2251, -1.0971, 1.3854], [5.0694, -0.9911, -0.0835], [3.6128, -0.8061, -0.9344], [2.5408, -0.8087, -0.1595], [3.6181, -0.6704, -2.4103], [-2.0941, -0.2669, 2.2192], [-2.0108, -0.5239, 3.9559], [-2.1850, -1.9165, 2.9039], [3.0490, -0.9789, 4.0268], [4.7434, -1.2465, 2.3173], [4.6248, -0.4890, -2.7811], [2.9795, 0.1544, -2.7182], [3.2644, -1.5964, -2.8601], [0.7343, -0.7861, -3.9986], [-0.1927, -1.3401, -2.9876], [-0.2893, -2.7946, -3.2358], [-1.5142, -0.7121, -3.2515], [-2.4978, -1.1298, -2.2155], [-3.7917, -1.4723, -2.5844], [-4.7024, -1.9054, -1.6355], [-4.3029, -2.0306, -0.3149], [-3.0082, -1.6960, 0.0532], [-2.0851, -1.2093, -0.8778], [0.2860, -0.9054, -4.9883], [1.6625, -1.3374, -3.9904], [0.9173, 0.2661, -3.8224], [-0.5051, -2.9683, -4.2930], [-1.0854, -3.2245, -2.6399], [0.6514, -3.2799, -2.9845], [-1.8559, -0.9993, -4.2508], [-1.3752, 0.3669, -3.2519], [-4.0860, -1.4106, -3.6253], [-5.7077, -2.1725, -1.9315], [-4.9931, -2.4009, 0.4314], [-2.7267, -1.8532, 1.0741], [0.2760, 1.0297, -1.8332], [0.1290, 1.7565, -0.8011], [0.1261, 3.0543, -0.6432], [0.0811, 3.4084, 0.7927], [0.0273, 1.9925, 1.4191], [0.0119, 1.7105, 2.5797], [-0.0179, 1.0626, 0.3554], [1.3460, 4.1815, 1.1841], [1.9905, 3.9665, 2.3962], [3.1199, 4.7065, 2.7232], [3.6118, 5.6623, 1.8498], [2.9546, 5.8974, 0.6504], [1.8263, 5.1643, 0.3222], [-1.1814, 4.2134, 1.1204], [-1.6654, 5.1240, 0.1856], [-2.7732, 5.9041, 0.4751], [-3.4089, 5.7817, 1.7018], [-2.9205, 4.8861, 2.6398], [-1.8073, 4.1065, 2.3560], [0.3181, 3.7067, -1.3863], [1.6102, 3.2394, 3.0985], [3.6087, 4.5388, 3.6735], [4.4970, 6.2292, 2.1034], [3.3113, 6.6625, -0.0257], [1.3159, 5.3987, -0.6052], [-1.1877, 5.2450, -0.7789], [-3.1349, 6.6135, -0.2569], [-4.2778, 6.3852, 1.9256], [-3.4015, 4.7944, 3.6043], [-1.4263, 3.4339, 3.1110], [1.0158, -9.1038, 0.2658], [0.1957, -7.4483, -0.0575], [-1.1120, -7.3984, -0.5401], [-1.7636, -6.2590, -0.7482], [-1.1216, -5.1227, -0.5190], [0.2000, -5.0769, -0.0854], [0.8710, -6.2699, 0.1731], [0.8987, -3.8050, 0.1392], [1.9019, -3.6509, 0.7673], [0.2916, -2.7117, -0.4798], [-1.6485, -8.3134, -0.7601], [-1.6926, -4.2098, -0.6499], [1.8898, -6.2587, 0.5362]],
  "mulliken_charge": [1.7741, -1.8687, 0.4446, 0.5834, -0.1966, -0.6232, -0.1409, -0.0281, -0.6747, -0.1729, 0.2715, 0.3911, -1.1931, 0.3692, 0.6573, 0.3734, 0.4739, 0.4734, 0.6065, 0.1633, 0.2443, -1.3114, -0.0227, -1.1864, -1.0799, 0.6991, -0.7406, -0.8503, -0.9072, -0.7027, 0.5375, 0.5231, 0.3704, 0.2466, 0.4570, 0.3386, 0.3278, 0.6681, 0.4115, 0.4895, 0.4224, 0.5126, 0.2945, -0.4551, -0.3798, 0.3923, 2.9431, -0.7036, -0.3670, 1.2298, -0.0311, -0.1508, -1.0800, -0.4745, -1.0148, -0.3201, -0.5243, -0.2424, -0.9698, -0.4436, -1.0424, -0.1053, 0.4015, 0.6390, 0.4401, 0.4282, 0.4218, 0.1640, 0.2034, 0.4173, 0.4288, 0.4239, 0.6018, -0.1147, -0.1307, -0.1983, -0.5732, -0.5374, 0.5946, -0.6398, 0.4888, -0.4847, -0.3467, 0.4239, 0.6463, 0.6166],
  "homo_lumo_gap_ev": 6.0,
  "total_charge": 2,
  "e_homo_ha": -0.49435,
  "total_energy_ha": -5525.01983,
  "e_lumo_ha": -0.2722,
  "de_lowest_kcal_mol": 30.3
}

Entry 2:
{
  "formula": "C4H10O2",
  "method": "ωB97M-V/def2-TZVPD",
  "elements": ["C", "O", "C", "C", "C", "O", "H", "H", "H", "H", "H", "H", "H", "H", "H", "H"],
  "xyz": [[0.2759, -0.9184, -2.0135], [-0.5593, -0.8204, -0.8798], [0.2435, 0.6066, 0.6002], [-1.0093, 1.3873, 0.4557], [0.5658, -0.2241, 1.7735], [0.8488, -1.3510, 1.0348], [-0.0104, -0.1436, -2.7330], [1.3355, -0.7911, -1.7466], [0.1598, -1.8990, -2.4930], [1.0817, 0.8232, -0.0557], [-1.1845, 1.7426, -0.5603], [-0.8959, 2.2517, 1.1310], [-1.8802, 0.8219, 0.7965], [1.4260, 0.1713, 2.3497], [-0.2928, -0.3071, 2.4681], [-0.1046, -1.3499, -0.1275]],
  "mulliken_charge": [-0.6264, -0.5011, 0.1484, -1.1589, -0.2354, -0.7527, 0.2552, 0.2849, 0.2619, 0.4050, 0.2897, 0.3726, 0.3177, 0.2950, 0.2215, 0.4226],
  "homo_lumo_gap_ev": [8.4, 8.4],
  "total_charge": 0,
  "e_homo_ha": [-0.32167, -0.32174],
  "total_energy_ha": -308.74172,
  "e_lumo_ha": [-0.0113, -0.0112],
  "de_lowest_kcal_mol": 98.2
}

Entry 3:
{
  "formula": "C18H21NO",
  "method": "ωB97M-V/def2-TZVPD",
  "elements": ["C", "C", "C", "C", "C", "C", "C", "C", "C", "C", "N", "H", "H", "H", "H", "H", "H", "H", "H", "H", "H", "H", "C", "C", "C", "C", "C", "C", "C", "C", "O", "H", "H", "H", "H", "H", "H", "H", "H", "H", "H"],
  "xyz": [[0.7278, -1.0043, -1.1010], [0.8328, 0.3313, -1.7526], [1.1610, -1.0247, 0.3081], [0.9900, -0.1990, 1.4477], [2.1762, -1.9319, 0.7332], [2.3489, -1.8876, 2.1353], [3.0044, -2.6623, -0.1193], [3.0654, -2.9745, 2.7243], [3.8295, -3.6128, 0.4749], [3.9171, -3.6855, 1.8912], [1.6566, -0.7918, 2.5653], [-0.3103, -1.5149, -1.1875], [1.4188, -1.7254, -1.6170], [0.0952, 1.1349, -1.5213], [0.4388, 0.6943, 1.5960], [1.6155, -0.6386, 3.5586], [2.9714, -2.7125, -1.2298], [2.9570, -3.3643, 3.8254], [4.5474, -4.1852, -0.1506], [4.5838, -4.3327, 2.3391], [0.6663, 0.1450, -2.8497], [1.7606, 0.8670, -1.6735], [-2.6848, -0.0342, -0.8472], [-4.2371, -0.0361, -0.9000], [-2.2864, 1.3696, -0.6744], [-2.4372, 2.3250, -1.6974], [-1.7116, 1.7291, 0.5744], [-1.9158, 3.6415, -1.4912], [-1.1213, 2.9491, 0.7478], [-1.3193, 3.9041, -0.3062], [-0.7487, 5.1179, -0.0504], [-2.3119, -0.7665, 0.0187], [-2.3150, -0.3660, -1.8160], [-4.8920, 0.5345, -1.4724], [-3.1765, 1.9672, -2.4696], [-1.6260, 1.0919, 1.4574], [-2.1358, 4.2651, -2.3130], [-0.6231, 3.2998, 1.6377], [0.2123, 4.9980, 0.1301], [-4.5654, 0.2242, 0.0935], [-4.5585, -1.1388, -1.0185]],
  "mulliken_charge": [0.4313, -1.2635, 0.7075, -1.8213, 0.5591, -0.4248, -0.6701, -0.7854, -0.6145, -0.4808, 0.2893, 0.0626, 0.1637, 0.1124, 0.9122, 0.2812, 0.1787, 0.1941, 0.3057, 0.4518, 0.2674, 0.4764, -0.5901, -1.4343, 0.3022, -0.0727, -0.3694, -1.1973, -0.6135, 0.1997, -0.2797, 0.2246, 0.3051, 0.4237, 0.2627, 0.4739, 0.4367, 0.5575, 0.3262, 0.3964, 0.3150],
  "spin_multiplicity": 2,
  "homo_lumo_gap_ev": [2.4, 7.2],
  "total_charge": -1,
  "s2": 0.76,
  "e_homo_ha": [0.02564, -0.15189],
  "total_energy_ha": -828.35886,
  "e_lumo_ha": [0.1134, 0.1134],
  "de_lowest_kcal_mol": 0.0
}

Entry 4:
{
  "formula": "C18H34AlClN5O9S",
  "method": "ωB97M-V/def2-TZVPD",
  "elements": ["O", "S", "O", "Cl", "C", "C", "C", "C", "C", "C", "C", "N", "N", "C", "H", "H", "H", "H", "H", "H", "H", "H", "H", "H", "H", "H", "C", "C", "N", "C", "C", "C", "C", "H", "H", "H", "H", "H", "H", "H", "H", "H", "H", "H", "H", "H", "H", "H", "N", "O", "O", "O", "C", "O", "O", "O", "Al", "C", "C", "O", "N", "C", "H", "H", "H", "H", "H", "H", "H"],
  "xyz": [[-0.7591, -1.7464, -5.3197], [-0.5091, -1.9152, -3.9091], [0.8998, -2.0488, -3.6277], [-1.3988, -3.7281, -3.4241], [-1.2628, -0.6150, -2.9060], [-2.0970, 0.3840, -3.7309], [-3.5917, 0.4358, -3.2995], [-4.5216, -0.3338, -4.3009], [-4.7849, -1.7268, -3.7868], [-4.4804, -2.8796, -4.5403], [-4.7499, -4.1135, -3.9009], [-5.2556, -4.3154, -2.7163], [-5.5594, -3.2173, -2.0546], [-5.3433, -2.0081, -2.5370], [-0.4157, -0.0982, -2.4501], [-1.8016, -1.0739, -2.0749], [-1.6696, 1.3699, -3.5509], [-2.0605, 0.1786, -4.7997], [-3.9423, 1.4591, -3.1696], [-3.6384, -0.0096, -2.3004], [-5.4403, 0.2296, -4.4589], [-3.9829, -0.4447, -5.2406], [-4.0683, -2.8087, -5.5372], [-4.5021, -5.0150, -4.4517], [-5.9486, -3.3294, -1.1259], [-5.6315, -1.1747, -1.9025], [2.5313, -1.3110, -0.2927], [2.0562, -0.0632, 0.4374], [0.8504, -0.2734, 1.2169], [0.2254, 0.9631, 1.6648], [0.9925, 1.8527, 2.6432], [0.9106, -1.3457, 2.1943], [2.0185, -1.2896, 3.2509], [1.7369, -1.7404, -0.9055], [3.3570, -1.0547, -0.9572], [2.8923, -2.0768, 0.3945], [1.8402, 0.7033, -0.3143], [2.8828, 0.3259, 1.0500], [-0.7510, 0.7228, 2.0979], [0.0032, 1.5618, 0.7731], [1.0094, 1.4250, 3.6476], [0.5006, 2.8163, 2.7117], [2.0176, 2.0350, 2.3256], [1.0149, -2.2916, 1.6559], [-0.0610, -1.4195, 2.6914], [2.9940, -1.0653, 2.8198], [2.0980, -2.2556, 3.7430], [1.8061, -0.5532, 4.0257], [3.2633, -4.5905, 4.4443], [3.3334, -5.0123, 5.5943], [2.3016, -4.8893, 3.7360], [4.1472, -3.8566, 4.0057], [1.9534, -1.2792, 6.6994], [2.1294, -0.0729, 7.1263], [2.7915, -2.0418, 6.2146], [0.7219, -1.8034, 6.7700], [0.1942, -0.1935, 7.4140], [2.9095, 4.0468, -0.0459], [1.9553, 4.9535, 0.6930], [1.0096, 4.5161, 1.3356], [2.1811, 6.2887, 0.6255], [3.2417, 6.9903, -0.0769], [2.6000, 3.0167, 0.1040], [2.8944, 4.2640, -1.1147], [3.9237, 4.1641, 0.3370], [1.5090, 6.8346, 1.1411], [3.8265, 7.5723, 0.6364], [2.8040, 7.6737, -0.8060], [3.8992, 6.2983, -0.5912]],
  "mulliken_charge": [-0.5767, 1.1455, -0.5386, -0.2183, -0.5993, -0.8958, -0.8172, -0.9120, 0.5668, -0.2451, -0.3337, -0.6702, 0.3396, -0.2871, 0.1648, 0.5408, 0.3888, 0.5529, 0.4169, 0.4929, 0.3465, 0.4544, 0.4017, 0.4848, 0.2753, 0.5190, -1.6144, -0.2814, 0.3490, -0.5810, -0.9022, -1.0979, 0.2362, 0.2886, 0.4691, 0.3549, 0.3780, 0.2815, 0.3819, 0.2807, 0.1670, 0.4701, 0.1634, 0.3907, 0.3318, 0.2347, 0.0357, -0.2995, 1.1682, -0.4602, -0.5045, -0.4345, 1.0528, -0.4674, -0.4879, -0.2567, 0.3436, -0.7250, 0.7664, -0.6251, -0.1992, -0.8442, -0.2903, 0.4244, 0.3676, 0.2443, 0.2860, 0.2850, 0.3230],
  "homo_lumo_gap_ev": 2.5,
  "total_charge": 1,
  "e_homo_ha": -0.35716,
  "total_energy_ha": -2757.43549,
  "e_lumo_ha": -0.2669
}